{
  "formula": "C37H37F5N2O4",
  "method": "the ωB97M-V functional and the def2-TZVPD basis",
  "energy_ha": -2341.68413,
  "smiles": "NCCCCCOC(=O)ON=C=O.Fc1ccccc1.Fc1ccccc1.Fc1ccccc1.Fc1ccccc1.Fc1ccccc1",
  "homo_lumo_gap_ha": 0.3070,
  "de_lowest_kcal_mol": 76.9,
  "species": ["N", "C", "C", "C", "C", "C", "O", "C", "O", "O", "N", "C", "O", "H", "H", "H", "H", "H", "H", "H", "H", "H", "H", "H", "H", "F", "C", "C", "C", "C", "C", "C", "H", "H", "H", "H", "H", "F", "C", "C", "C", "C", "C", "C", "H", "H", "H", "H", "H", "F", "C", "C", "C", "C", "C", "C", "H", "H", "H", "H", "H", "F", "C", "C", "C", "C", "C", "C", "H", "H", "H", "H", "H", "F", "C", "C", "C", "C", "C", "C", "H", "H", "H", "H", "H"],
  "positions_angstrom": [[-4.606374, 3.362893, -0.519588], [-3.531526, 3.380669, -1.595365], [-3.752843, 2.266240, -2.734832], [-4.159474, 0.807596, -2.183763], [-3.062327, 0.183874, -1.137177], [-3.835975, -0.690910, 0.010946], [-4.150055, 0.105629, 1.198096], [-3.008983, 0.316974, 2.012186], [-3.173075, 0.856817, 3.157390], [-1.649499, -0.017914, 1.647001], [-0.937306, 1.152342, 1.798199], [-0.097081, 1.232095, 0.758789], [0.300573, 1.458924, -0.415138], [-5.461134, 3.710359, -0.998393], [-4.334955, 4.160715, 0.100600], [-3.612982, 4.433758, -2.090789], [-2.489745, 3.322583, -1.088001], [-4.574400, 2.656186, -3.444277], [-2.737979, 2.131796, -3.287511], [-5.238679, 0.728030, -1.788745], [-4.117654, 0.094292, -3.104398], [-2.384602, -0.575843, -1.700680], [-2.377525, 0.984282, -0.683380], [-3.290493, -1.675894, 0.224569], [-4.867952, -0.988925, -0.455742], [3.646536, 4.899466, 5.274746], [3.231523, 3.712448, 4.806556], [4.057676, 2.605110, 4.928192], [3.625345, 1.373002, 4.446836], [2.375966, 1.264432, 3.839467], [1.556631, 2.383692, 3.718066], [1.984013, 3.613699, 4.209218], [5.029823, 2.710497, 5.396185], [4.260843, 0.498785, 4.543966], [2.041098, 0.303500, 3.460138], [0.585359, 2.297918, 3.240972], [1.355641, 4.493485, 4.131134], [-6.974037, -1.874559, -1.474301], [-7.730950, -2.346452, -0.470393], [-9.010610, -1.844719, -0.285386], [-9.795581, -2.337340, 0.752745], [-9.288417, -3.318871, 1.601489], [-8.000924, -3.812298, 1.410442], [-7.219579, -3.328151, 0.365876], [-9.385712, -1.075261, -0.950452], [-10.800852, -1.956681, 0.900941], [-9.900036, -3.699365, 2.413893], [-7.605825, -4.573829, 2.075028], [-6.218197, -3.707669, 0.197594], [6.604332, 8.789659, 0.698582], [5.998372, 7.699598, 1.194325], [5.766474, 7.610168, 2.558661], [5.133465, 6.482078, 3.072682], [4.749282, 5.451019, 2.216290], [4.991967, 5.549823, 0.848559], [5.614870, 6.682603, 0.333462], [6.079872, 8.418340, 3.209635], [4.940452, 6.405595, 4.136874], [4.259610, 4.569273, 2.617391], [4.695953, 4.744495, 0.183871], [5.803515, 6.780021, -0.729480], [-0.988059, -2.549102, -1.134628], [0.346762, -2.588990, -1.279992], [0.931870, -1.966559, -2.372341], [2.315168, -2.003304, -2.520272], [3.096518, -2.671393, -1.579737], [2.497776, -3.297177, -0.489398], [1.115314, -3.251254, -0.335106], [0.307048, -1.458605, -3.098259], [2.783992, -1.512960, -3.367189], [4.173578, -2.703228, -1.697941], [3.107546, -3.820654, 0.240068], [0.633015, -3.725223, 0.512175], [5.089406, -3.794659, -3.350085], [5.226405, -5.112240, -3.566962], [4.895389, -5.636444, -4.807232], [5.042153, -7.001597, -5.033662], [5.508144, -7.828525, -4.013442], [5.832756, -7.291881, -2.770319], [5.696615, -5.925192, -2.546967], [4.526596, -4.978836, -5.586089], [4.793330, -7.421056, -6.002990], [5.618192, -8.894249, -4.189529], [6.191651, -7.937921, -1.975601], [5.952981, -5.489028, -1.588300]],
  "forces_ev_per_angstrom": [[0.7, 1.1, -0.8], [0.0, 0.9, -0.4], [0.3, -0.2, 0.7], [0.8, -0.6, -0.7], [-0.7, -0.8, -0.1], [-0.5, -0.2, -2.5], [4.3, -1.0, 0.8], [-2.4, 2.9, 5.3], [0.7, -2.6, -5.6], [-3.4, -1.5, -0.9], [4.9, 1.8, -3.3], [-2.3, 1.0, -4.4], [-1.5, -1.4, 7.7], [0.6, -0.4, 0.5], [-0.5, -1.0, -0.4], [0.7, -1.8, 0.4], [-1.8, -0.1, -0.9], [1.4, -0.7, 0.9], [-1.9, 0.4, 0.7], [1.8, 0.4, -0.4], [-0.3, 1.3, 1.5], [-1.1, 1.5, 0.9], [-1.2, -1.1, -0.6], [-0.6, 1.6, 0.1], [1.9, 0.6, 1.1], [0.0, 0.1, 0.2], [-0.4, -0.9, -0.2], [0.2, 0.1, 0.1], [-0.3, 0.2, -0.1], [0.0, 0.0, 0.0], [0.3, 0.0, 0.1], [0.0, 0.2, 0.0], [-0.1, 0.0, 0.0], [0.0, 0.1, 0.0], [0.0, 0.1, 0.1], [0.1, 0.0, 0.2], [0.1, 0.0, 0.0], [0.1, 0.1, -0.2], [-0.6, -0.4, 0.7], [0.0, 0.1, -0.2], [0.3, -0.2, 0.0], [-0.1, 0.0, 0.0], [-0.2, 0.2, -0.1], [0.2, 0.0, -0.1], [0.1, -0.1, 0.0], [0.1, 0.0, 0.0], [0.1, 0.0, -0.1], [0.0, 0.1, -0.1], [0.0, 0.1, 0.0], [0.1, 0.1, -0.1], [-0.4, -0.7, 0.3], [0.0, 0.1, 0.0], [0.1, 0.0, -0.3], [0.0, 0.0, 0.0], [0.0, 0.2, 0.3], [0.1, 0.1, -0.2], [0.0, 0.0, -0.1], [0.1, 0.0, -0.2], [0.1, 0.1, -0.1], [0.0, 0.1, 0.1], [0.0, 0.0, 0.1], [-0.3, 0.0, 0.0], [1.0, 0.0, -0.1], [-0.1, 0.1, -0.1], [-0.1, -0.2, 0.3], [0.0, 0.1, 0.1], [-0.1, 0.2, -0.3], [-0.2, -0.1, 0.1], [0.0, 0.0, 0.1], [-0.1, -0.1, 0.1], [-0.2, 0.0, 0.1], [-0.1, 0.1, -0.1], [0.0, 0.0, -0.1], [0.2, 0.1, -0.2], [0.1, -0.9, -0.2], [-0.1, 0.1, -0.1], [0.1, 0.0, 0.4], [0.0, 0.0, 0.0], [-0.1, 0.1, -0.3], [0.0, 0.1, 0.1], [0.0, 0.0, 0.1], [0.0, 0.1, 0.1], [0.0, 0.1, 0.0], [0.0, 0.1, -0.1], [0.0, 0.0, -0.1]]
}